DFT (wB97M-V/def2-TZVPD) results for a cluster of 11 separate species, C30H86N4O18 in total at a distorted geometry.

HOMO-LUMO gap (spin up / spin down)   1.2 / 9.2 eV
HOMO (spin up / spin down)   0.635 / -7.345 eV
Total charge   -1
Spin multiplicity   2
DFT total energy   -75308.7508 eV

Last column: Löwdin spin population.
Atoms and positions in Å:
1 H -3.198 -1.377 3.542  0.004
2 H -0.842 3.808 4.212  0.022
3 C 0.149 0.467 -7.211  0.009
4 H -2.175 1.404 -4.351  0.001
5 C 2.584 -3.887 3.389  0.015
6 H 4.477 -1.469 2.427  0.015
7 C -3.277 -0.485 1.481  0.003
8 C -1.195 3.266 3.335  0.037
9 H 0.807 -0.700 3.464  0.009
10 C -5.573 -4.190 -1.793  0.002
11 C -2.739 -1.490 2.560  0.008
12 H -5.733 -3.274 -1.224  0.000
13 C 2.198 -2.001 -3.591  0.008
14 C 0.239 -0.698 6.562  0.081
15 C -1.893 3.570 -4.581  0.003
16 H 0.983 -0.174 -6.925  0.002
17 H -3.069 0.482 1.937  0.001
18 H -4.413 3.025 1.369  0.001
19 H -0.757 -1.116 6.413  0.008
20 C 5.877 -2.824 -0.414  0.005
21 O 1.609 -2.282 -5.829  0.012
22 H 1.534 -3.821 1.472  0.003
23 H 5.126 -0.063 0.966  0.010
24 O 1.207 3.626 -3.136  0.001
25 C 3.027 4.739 -1.998  0.007
26 H -4.496 -1.724 0.725  0.000
27 C 2.679 -1.883 -4.983  0.016
28 C 1.079 0.491 1.852  0.025
29 H -0.537 -2.212 -0.942  0.001
30 H 5.138 -3.074 2.407  0.003
31 H -1.028 2.206 3.527  0.008
32 H 5.575 -5.643 -1.091  0.003
33 O -2.508 -2.792 1.960  0.006
34 H 0.127 1.459 -0.006  0.000
35 C -3.554 3.272 4.050  0.014
36 H -1.788 5.383 0.775  0.003
37 H 5.001 -3.105 -0.997  0.002
38 H 6.974 -4.933 -1.747  0.002
39 H 2.157 0.638 1.777  0.011
40 H 0.973 -2.646 9.067  0.003
41 O 2.359 -4.353 4.663  0.014
42 H -1.685 2.139 -2.194  0.002
43 C 5.643 -1.808 0.683  0.011
44 O 2.732 5.946 -1.397  0.006
45 C 6.543 -5.239 -0.794  0.009
46 H -0.592 1.067 -2.610  0.000
47 N 4.970 -0.616 0.136  0.004
48 O 0.431 -2.039 8.557  0.009
49 O 0.944 -0.168 5.366  0.140
50 O -2.505 3.572 3.106  0.010
51 H -2.671 -0.371 0.583  0.000
52 H -2.957 -2.080 -3.539  0.001
53 H -1.888 5.505 -2.298  0.000
54 H 6.669 -2.434 -1.054  0.002
55 H 0.683 -1.022 -4.027  0.001
56 H 2.812 -2.824 3.469  0.006
57 H 3.616 -2.379 -5.233  0.005
58 H 3.469 4.829 -2.990  0.000
59 H -0.225 0.029 -8.136  0.002
60 H 0.369 -3.524 2.794  0.003
61 H -0.647 3.658 2.478  0.007
62 H -1.646 -1.218 -2.765  0.000
63 H -0.968 -3.719 -0.558  0.003
64 H 0.584 1.388 2.225  0.004
65 H -4.288 5.009 2.518  0.001
66 H -0.389 6.944 -0.325  0.005
67 H 1.962 -3.026 -3.304  0.004
68 H -1.752 -1.089 2.792  0.003
69 C 1.079 -1.727 7.306  0.054
70 H 3.067 -0.878 -5.150  0.003
71 O 1.853 0.447 -0.585  0.003
72 H -2.399 6.623 -1.257  0.003
73 C 4.718 -2.300 1.764  0.023
74 C 0.693 0.580 0.303  0.004
75 H 1.846 -2.135 -6.748  0.005
76 O -4.345 -3.939 -2.403  0.001
77 H -3.459 3.641 5.071  0.007
78 N -5.074 4.954 3.150  0.002
79 H 0.381 2.555 -5.449  0.000
80 O -4.604 -0.886 1.180  0.001
81 O -0.719 0.733 -6.201  0.001
82 H -1.497 4.419 -4.023  0.000
83 H 1.095 -2.645 6.718  0.003
84 C -1.350 2.106 -4.232  0.002
85 C 1.952 3.607 -1.976  0.004
86 H 0.076 -5.555 3.052  0.003
87 H 1.664 0.214 -1.497  0.001
88 H -2.964 4.651 -0.114  0.001
89 H -3.205 -2.080 -1.178  0.000
90 H 2.137 -1.495 7.427  0.023
91 C -4.942 3.518 3.472  0.003
92 H -3.595 -4.319 -0.572  0.001
93 H -0.268 4.254 -0.490  0.001
94 O 6.288 -4.126 0.093  0.002
95 H 3.769 -2.585 1.311  0.001
96 H -2.591 -4.959 -1.713  0.002
97 H 2.506 -5.300 4.606  0.003
98 C -2.043 -2.214 -2.960  0.003
99 H -5.529 -5.080 -1.165  0.000
100 N -0.936 1.985 -2.853  0.001
101 C -1.658 5.824 -1.281  0.008
102 H -5.066 1.716 2.156  0.000
103 H 2.557 2.701 -2.021  0.001
104 C -3.181 -4.058 -1.546  0.004
105 H 0.571 1.414 -7.547  0.001
106 C -2.422 -2.709 -1.603  0.002
107 C -5.177 2.800 2.112  0.003
108 H 6.575 -1.589 1.204  0.003
109 H -2.959 3.555 -4.356  0.002
110 H -1.740 3.875 -5.616  0.000
111 H 3.023 -1.935 -2.882  0.001
112 H 0.062 0.112 7.269  0.026
113 H -1.274 -2.822 -3.436  0.001
114 H -3.439 2.198 4.199  0.005
115 H -4.899 5.708 3.799  0.002
116 H 0.056 -0.272 0.067  0.001
117 H 1.836 6.183 -1.648  0.001
118 O 0.886 -5.405 2.560  0.008
119 H 0.521 1.136 -4.586  0.000
120 O -1.109 3.806 -0.384  0.003
121 H -2.052 -2.801 1.115  0.001
122 H -5.704 3.267 4.210  0.001
123 O -0.356 6.333 -1.065  0.013
124 H 1.284 3.617 -1.114  0.001
125 H 7.040 -6.079 -0.307  0.001
126 C -1.894 4.852 -0.172  0.008
127 H 3.371 -4.410 2.845  0.003
128 H -6.343 -4.465 -2.515  0.000
129 H 0.422 3.076 -3.085  0.000
130 O 0.805 -0.754 2.506  0.017
131 H 3.985 -0.836 0.166  0.000
132 C -0.220 1.693 -5.159  0.001
133 N -1.316 -2.773 -0.627  0.002
134 C 1.313 -4.000 2.525  0.012
135 H 3.903 4.431 -1.428  0.002
136 O 1.164 -1.113 -3.202  0.002
137 H 1.600 0.400 5.777  0.082
138 H -6.083 3.112 1.593  0.001

Force components x, y, z for each atom (eV/Å):
H -0.99 -1.13 -0.45
H 0.35 0.01 0.27
C 2.12 0.84 -1.24
H -0.16 0.05 -0.79
C -1.52 1.47 -1.45
H 0.04 0.13 0.11
C 0.60 -1.35 1.87
C 0.85 0.27 1.13
H 0.20 0.72 0.57
C 0.41 -0.14 0.59
C 2.88 1.14 -2.98
H -1.17 -0.26 0.36
C 1.27 -1.39 2.21
C 0.94 0.67 0.46
C -0.22 -0.90 0.55
H 0.18 -0.06 0.34
H -1.45 0.51 0.18
H 0.47 0.55 0.30
H 0.22 -0.01 -0.94
C 0.74 -2.00 -0.61
O 0.04 0.15 0.02
H 0.08 0.38 0.01
H -0.51 1.29 -0.28
O -0.04 1.52 -1.92
C 0.75 -1.62 0.69
H -0.08 -0.22 0.09
C 0.57 0.55 -0.80
C 0.35 0.27 -1.99
H 0.17 0.19 0.06
H -0.13 -0.26 -0.28
H 0.12 -0.27 -0.20
H -0.38 -0.17 -0.07
O -1.99 -0.38 2.42
H 0.17 0.40 0.56
C 1.01 -2.49 -0.35
H 0.72 0.09 0.45
H -0.48 0.95 -0.21
H 0.70 0.07 0.16
H 0.17 0.30 0.56
H 0.12 0.01 -0.20
O 0.29 -0.80 1.18
H -0.13 0.51 0.00
C -1.01 -1.25 0.36
O -0.93 1.15 0.07
C -1.78 1.38 -0.21
H 0.21 -0.32 -0.37
N 1.59 -0.12 0.13
O -0.09 0.66 -0.21
O -1.75 -1.41 1.36
O -3.27 1.44 -0.57
H 0.29 -0.83 -0.20
H 0.24 -0.25 -0.34
H 1.13 -0.83 0.06
H -0.04 0.02 -0.40
H -0.74 0.28 -0.08
H 0.28 -0.01 -0.07
H -0.14 -1.13 0.56
H -0.61 0.17 -0.61
H -1.04 -0.20 0.41
H 0.75 1.17 0.34
H 0.17 -0.42 -0.07
H 0.26 0.17 -0.37
H 0.19 -0.23 -0.06
H 0.12 -0.34 0.90
H 0.05 0.81 -0.57
H -0.04 0.02 0.11
H -0.89 -0.40 -0.73
H 0.50 0.07 0.04
C -0.12 -1.51 -0.27
H -0.87 0.81 -0.18
O 0.40 0.35 1.63
H -0.09 0.55 0.63
C -0.01 -0.40 0.60
C 0.19 -1.94 -0.60
H 0.02 0.02 -0.09
O 1.79 -0.72 -1.22
H 0.37 0.95 -0.14
N 0.04 0.02 -1.46
H -0.38 0.10 -1.13
O -0.24 1.22 -0.34
O -1.36 1.58 2.14
H 0.54 -0.50 0.40
H 0.00 -0.12 -0.30
C -1.02 0.77 -0.91
C 1.66 0.26 -0.30
H 0.09 0.56 0.09
H -0.69 -0.13 -0.01
H -0.17 -0.90 -0.36
H 0.14 0.75 -0.11
H -0.10 0.72 0.15
C 0.28 1.19 -0.56
H 0.31 0.79 0.67
H 0.84 -0.54 -0.18
O 1.11 -0.28 0.94
H -0.05 -0.41 0.09
H 0.32 0.00 -1.05
H -0.28 -0.18 0.31
C -0.19 0.51 0.24
H 0.10 0.05 0.52
N 0.44 0.32 0.85
C -1.44 1.77 0.44
H -0.58 -0.11 0.39
H -0.02 -0.35 0.76
C -1.34 0.09 -0.21
H 0.46 0.18 -0.23
C -0.78 -1.68 1.62
C 0.56 -0.19 0.03
H 0.32 0.41 -0.57
H -0.14 0.17 -0.23
H -0.12 -0.56 -0.17
H 0.38 1.05 -0.09
H 0.08 0.36 -0.10
H -0.18 -0.04 -0.17
H -0.24 -0.56 0.21
H -0.02 -0.65 0.96
H -0.37 -0.18 0.25
H -0.31 0.28 -0.01
O 0.82 -0.60 -0.50
H 0.04 -0.32 0.24
O 1.60 -2.63 0.48
H 0.58 1.09 -0.50
H 0.10 -0.35 0.02
O 0.81 0.08 -1.16
H 0.55 0.00 0.41
H 0.45 0.63 0.24
C -3.55 2.47 -0.24
H 0.16 -0.06 0.20
H 0.07 0.73 -0.29
H -0.51 -0.48 0.86
O -0.42 0.41 -1.86
H -0.43 0.25 -0.27
C 0.32 -1.93 -0.19
N -0.28 -0.08 -0.35
C -0.98 -2.01 0.08
H -0.08 -0.68 0.25
O 0.34 0.02 -0.64
H 0.66 0.57 -0.16
H -0.33 -0.20 0.58